{"formula": "C27H33N4O4PS3Zr", "method": "ωB97M-V with the def2-TZVPD basis set", "de_lowest_kcal_mol": 3.2, "charge": 0, "lumo_energy_ev": 0.40, "homo_energy_ev": -6.6564, "orbital_gap_ev": 7.06, "species": ["H", "C", "H", "H", "C", "H", "N", "H", "H", "O", "C", "C", "C", "H", "C", "H", "C", "H", "H", "H", "C", "H", "C", "C", "C", "S", "H", "C", "C", "H", "N", "O", "C", "N", "C", "H", "C", "S", "H", "C", "C", "C", "H", "C", "O", "S", "O", "H", "C", "H", "H", "H", "H", "H", "H", "H", "H", "C", "H", "H", "C", "Zr", "H", "H", "C", "H", "H", "H", "C", "C", "C", "N", "P"], "coordinates": [[2.2447, 1.5383, 4.8713], [0.4063, 0.7651, -4.1422], [4.7647, 2.5749, -0.0626], [-3.3621, 1.9801, -0.0609], [1.4645, 1.8362, -3.8194], [1.3313, 0.0342, 6.6100], [0.5761, -0.3310, -3.3679], [-2.5250, 3.3858, -0.7418], [0.4809, -3.1557, 1.6040], [-1.3151, 1.3820, -2.1196], [-1.1132, -1.8616, -2.3395], [-1.7265, -1.0659, 1.3950], [1.9185, -4.1133, -0.2422], [1.7250, 1.1266, 2.4848], [4.0032, 3.0696, 0.5366], [0.1878, -2.3200, -3.9567], [0.0348, -1.4624, 3.8695], [-1.0859, -1.1705, -4.3636], [0.8177, 4.0418, 2.3948], [-3.5004, -0.5452, -2.7793], [1.4222, 4.1951, 1.4982], [-3.3182, -0.2135, -1.0374], [1.5144, 2.8952, 0.7434], [-2.4572, 0.0212, 1.8779], [2.7297, -4.4488, -1.2981], [-0.0786, 2.1752, 0.4314], [-1.8478, -3.0942, 0.6976], [-3.2966, 2.6401, -0.9216], [3.0119, -3.4902, -2.2681], [1.6740, -4.8251, 0.5347], [0.6032, -2.4572, 0.8898], [-0.9462, -1.0893, -1.2975], [2.4515, -2.2424, -2.1300], [1.2093, 2.3133, -2.4467], [0.5273, -0.6040, 2.8884], [-4.3900, 0.7690, 2.4284], [-2.3921, -2.2510, 1.1028], [2.8218, 0.7463, -0.3922], [2.3996, 4.5712, 1.7978], [1.1218, -0.1528, 5.5645], [1.3910, -2.8149, -0.1723], [-0.3519, -1.4392, -3.6007], [0.9197, 4.9568, 0.8968], [0.3389, -1.2422, 5.2021], [-0.4456, 0.9652, -4.9975], [-2.7652, 1.6911, -2.3732], [-1.8332, -2.8381, -2.3503], [3.6525, -3.7173, -3.1074], [1.6247, 0.6962, 4.5913], [3.1493, -5.4438, -1.3669], [2.0066, 2.8077, -2.0706], [1.4073, 2.6223, -4.5724], [-5.5622, -1.3339, 1.8671], [-4.2722, -3.2707, 1.0230], [0.4196, 2.9479, -2.4453], [-0.0467, -1.9160, 5.9565], [-4.2518, 3.1159, -1.1414], [-3.6784, 0.1799, -1.9867], [3.9472, 4.1149, 0.2270], [4.3319, 3.0414, 1.5788], [-3.8308, -0.0791, 2.0507], [0.4866, 0.3241, -1.3397], [2.6320, -1.4700, -2.8637], [-1.9432, 0.9397, 2.1323], [-3.7658, -2.3469, 1.2716], [2.4499, 1.3720, -3.8472], [-0.6054, -2.2933, 3.5934], [-4.7385, 0.4283, -1.9411], [2.6777, 2.3579, 0.3446], [1.3320, 0.4700, 3.2526], [-4.4892, -1.2606, 1.7407], [1.6450, -1.8940, -1.1123], [0.0806, -0.8387, 1.1268]]}